A molecular structure, C32H33Cl2NO2PPdS2, computed with wB97M-V/def2-TZVPD.

XYZ file:
```
74
Properties=species:S:1:pos:R:3:forces:R:3
Pd -0.069 0.098 -0.062 -0.063 -0.142 -0.323
Cl -2.412 -0.622 1.557 -0.349 0.011 0.021
C -3.548 0.485 0.823 0.322 0.006 0.086
C -4.859 0.061 0.731 -0.057 0.025 -0.005
C -5.817 0.893 0.171 0.015 0.004 0.001
C -5.427 2.145 -0.279 0.003 -0.016 0.013
C -4.103 2.533 -0.187 -0.009 0.165 -0.076
Cl -3.719 4.116 -0.822 -0.006 -0.065 0.027
C -3.073 1.730 0.347 0.110 -0.008 -0.030
S -1.414 2.239 0.360 0.020 -0.349 0.081
H -5.122 -0.920 1.105 0.010 -0.004 0.001
H -6.848 0.575 0.094 0.000 -0.007 0.000
H -6.141 2.826 -0.722 -0.007 0.002 0.011
C 3.115 -1.897 1.921 0.029 -0.001 -0.088
C 2.027 -1.460 2.896 0.002 -0.064 0.056
C 1.715 0.033 2.782 -0.022 -0.026 0.063
C 0.733 -2.248 2.683 0.054 0.093 -0.120
C 0.775 -3.747 2.969 -0.027 -0.128 -0.003
O -0.079 -4.313 1.956 0.028 0.067 0.108
C -0.237 -3.319 1.023 -0.094 -0.053 -0.235
N 0.260 -2.187 1.289 -0.146 0.001 0.299
C -1.103 -3.688 -0.126 0.089 0.128 0.139
C -1.991 -4.744 0.101 -0.045 -0.043 -0.035
C -2.933 -5.098 -0.847 0.041 0.010 0.025
C -2.979 -4.409 -2.049 -0.005 -0.003 -0.014
C -2.074 -3.390 -2.288 0.007 -0.002 -0.049
C -1.130 -2.991 -1.342 0.053 -0.001 -0.014
P 0.127 -1.691 -1.806 -0.264 0.126 -0.063
C -0.938 -0.340 -2.485 -0.022 -0.195 0.010
C -0.311 0.654 -3.249 -0.034 0.041 0.014
C -1.049 1.699 -3.778 0.019 0.035 -0.007
C -2.421 1.779 -3.562 -0.018 -0.018 0.024
C -3.051 0.794 -2.817 0.053 0.010 0.003
C -2.316 -0.254 -2.282 -0.040 -0.026 0.005
C 0.568 -2.545 -3.414 0.210 0.016 0.155
C 0.170 -2.161 -4.689 -0.052 0.007 -0.032
C 0.566 -2.886 -5.808 -0.002 0.004 0.008
C 1.369 -4.008 -5.672 0.005 -0.006 0.025
C 1.781 -4.397 -4.403 0.003 -0.007 -0.018
C 1.392 -3.666 -3.294 0.010 0.009 0.023
H 4.011 -1.286 2.047 -0.008 0.011 0.014
H 2.765 -1.786 0.892 -0.007 0.029 0.004
H 3.409 -2.940 2.063 -0.024 0.003 0.008
H 2.362 -1.669 3.921 0.045 -0.037 -0.025
H 1.029 0.213 1.942 0.141 0.086 0.045
H 2.623 0.619 2.621 0.003 -0.001 0.028
H 1.226 0.406 3.685 -0.015 -0.021 0.000
H -0.045 -1.781 3.300 -0.014 0.037 -0.045
H 0.370 -4.018 3.942 0.023 -0.001 0.011
H 1.772 -4.178 2.855 0.010 0.027 -0.008
H -1.942 -5.275 1.040 -0.014 0.011 0.006
H -3.625 -5.907 -0.647 0.000 -0.003 0.000
H -3.708 -4.669 -2.807 0.005 -0.012 0.000
H -2.093 -2.884 -3.246 -0.014 0.011 0.011
H 0.760 0.605 -3.405 0.007 -0.003 0.003
H -0.546 2.470 -4.350 -0.001 -0.001 0.000
H -2.991 2.611 -3.956 0.009 0.006 -0.003
H -4.114 0.851 -2.618 -0.002 0.012 0.002
H -2.820 -0.989 -1.668 -0.009 -0.013 -0.004
H -0.462 -1.292 -4.818 0.005 -0.002 0.000
H 0.240 -2.568 -6.792 0.000 -0.001 -0.001
H 1.676 -4.571 -6.544 0.002 0.003 -0.003
H 2.416 -5.267 -4.279 -0.003 -0.003 -0.010
H 1.730 -3.968 -2.307 0.001 0.008 0.002
C 4.184 1.116 -0.232 0.101 -0.150 0.087
S 2.527 0.630 -0.790 0.021 0.323 -0.511
C 1.981 2.343 -0.967 0.022 0.029 -0.078
O 2.782 0.134 -2.187 -0.105 0.083 0.363
H 4.549 1.907 -0.887 0.060 -0.026 -0.006
H 4.813 0.232 -0.321 0.001 -0.001 0.014
H 4.157 1.449 0.806 -0.042 0.026 -0.004
H 2.199 2.890 -0.050 -0.035 -0.015 0.019
H 0.910 2.369 -1.157 -0.002 -0.074 -0.044
H 2.545 2.744 -1.812 0.014 0.064 0.040
```
Forces are in eV/Å.

Results
F_max ... 0.61 eV/A
HOMO-LUMO gap ... 0.2084 Ha
Net charge ... -1
Multiplicity ... 1



2 unconnected molecules or ions with the total composition C4H11N2S at a distorted geometry, computed with wB97M-V/def2-TZVPD.

XYZ file:
```
18
Properties=species:S:1:pos:R:3:forces:R:3
C 0.226 -1.281 1.476 1.862 0.156 -3.498
C 2.167 0.497 -0.978 3.551 0.615 -0.335
C -2.783 -0.102 -0.600 -0.335 0.203 -0.672
C -0.152 0.137 -0.262 -0.321 -1.166 4.124
N 1.410 1.431 0.939 -1.134 0.965 1.618
N 1.092 0.718 -0.037 -0.673 1.022 0.554
S -1.617 0.939 0.375 0.073 -0.314 -1.162
H 0.208 -2.287 1.058 -0.684 0.145 0.350
H 1.261 -0.988 1.607 -0.168 0.202 0.485
H -0.534 -0.849 2.042 -1.132 0.331 0.903
H 2.152 1.029 -1.943 -1.024 0.381 0.585
H 2.217 -0.549 -1.320 0.159 0.168 0.831
H 3.134 0.957 -0.449 -2.046 -1.674 -1.139
H -2.230 -0.509 -1.494 -0.591 -0.506 1.477
H -3.491 0.503 -1.139 -0.189 1.015 0.093
H -3.467 -0.695 0.049 1.279 -0.336 -0.550
H -0.226 -0.568 -1.033 0.051 -0.409 -1.294
H 0.632 1.619 1.711 1.322 -0.797 -2.371
```
Forces are in eV/Å.

Results
F_max ... 4.30 eV/A
HOMO-LUMO gap (alpha / beta) ... 0.2576 / 0.2575 Ha
Net charge ... +1
Multiplicity ... 1



A molecular structure, C21H21N10ReS4 at a distorted geometry, computed with wB97M-V/def2-TZVPD.

XYZ file:
```
57
Properties=species:S:1:pos:R:3:forces:R:3
Re -0.120 0.071 -0.478 -0.887 -0.729 -1.081
C -5.124 3.205 2.477 -0.296 -0.244 1.125
S -4.225 3.133 0.965 0.763 -0.177 -1.463
C -3.528 1.521 0.882 -0.471 1.194 1.045
S -3.224 0.882 2.509 0.225 -0.349 -0.238
N -3.196 1.073 -0.270 0.457 -0.551 -0.206
N -2.350 -0.046 -0.276 0.532 0.298 0.590
C -2.875 -1.205 -0.349 1.174 -0.395 -0.451
C -1.986 -2.373 -0.470 0.114 -0.447 0.582
C -2.504 -3.681 -0.361 0.303 1.506 -0.590
C -1.605 -4.747 -0.444 -0.659 0.168 0.169
C -0.285 -4.428 -0.655 0.584 -1.909 0.150
C 0.161 -3.142 -0.727 1.097 0.625 -0.079
N -0.642 -2.090 -0.585 -0.970 0.174 0.122
H -5.713 4.118 2.384 0.211 0.125 0.148
H -4.474 3.220 3.382 -0.719 0.104 -0.738
H -5.851 2.392 2.490 0.140 0.008 0.293
H -3.929 -1.325 -0.409 -0.904 -0.097 0.139
H -3.592 -3.727 -0.290 0.366 -0.532 0.137
H -1.897 -5.792 -0.341 -0.133 0.338 -0.062
H 0.446 -5.248 -0.706 -0.300 0.516 -0.124
H 1.229 -2.986 -0.893 -0.321 0.315 0.156
N 3.044 -0.235 -3.086 0.683 -0.042 -1.299
C 3.913 -0.290 -2.029 1.268 -0.688 1.085
C 5.294 -0.560 -1.966 -1.050 0.171 -1.054
C 5.860 -0.671 -0.742 0.599 -0.013 0.669
C 5.124 -0.580 0.439 -1.634 0.389 -0.966
C 3.754 -0.363 0.389 -0.144 0.557 0.345
C 3.149 -0.190 -0.862 0.029 -0.165 -0.744
N 1.821 -0.026 -1.301 -1.134 -0.374 0.461
C 1.819 -0.080 -2.642 -0.603 0.314 0.136
C 0.582 0.105 -3.418 -0.532 -0.389 1.351
C 0.298 0.297 -4.720 -0.248 0.317 0.257
S -1.366 0.647 -4.934 -0.069 -0.002 0.299
C -1.640 0.497 -3.261 1.170 -0.732 -0.747
N -0.559 0.143 -2.596 0.663 0.595 0.077
H 3.315 -0.329 -4.056 -0.009 0.067 0.026
H 5.874 -0.717 -2.856 0.168 0.134 -0.281
H 6.921 -0.813 -0.664 0.301 -0.180 -0.055
H 5.599 -0.644 1.373 0.584 -0.151 1.049
H 3.178 -0.206 1.298 0.134 -0.226 -0.116
H 0.988 0.343 -5.524 0.318 -0.011 -0.654
H -2.585 0.584 -2.787 -0.749 0.264 0.177
C 0.524 1.185 4.284 0.412 -1.754 0.946
C 0.505 2.094 3.172 0.216 -0.134 -0.743
N 0.339 3.363 3.175 -0.359 1.299 0.282
N 0.075 3.702 1.895 -0.291 1.938 -0.525
C 0.086 2.674 1.056 0.698 -0.363 0.951
S -0.231 2.412 -0.630 0.213 0.671 0.588
N 0.441 1.665 1.883 -0.512 -1.637 -1.431
N 0.486 0.353 1.408 -0.230 0.258 0.264
H 0.700 1.677 5.218 0.262 0.440 0.424
H 1.228 0.326 4.207 -0.233 0.749 -0.084
H -0.466 0.744 4.361 -0.268 -0.145 0.006
H -0.088 4.707 1.699 0.111 -1.027 -0.007
H -3.612 -0.375 2.280 0.127 -0.254 -0.056
H 0.913 -0.262 2.100 -0.197 0.184 -0.255
```
Forces are in eV/Å.

Results
F_max ... 2.23 eV/A
HOMO-LUMO gap (alpha / beta) ... 0.2678 / 0.2256 Ha
Net charge ... +3
Multiplicity ... 4



A gas-phase ion, C4H7NO3 (charge -2) at a distorted geometry, computed with wB97M-V/def2-TZVPD.

XYZ file:
```
15
Properties=species:S:1:pos:R:3:forces:R:3
N 1.433 0.100 -0.873 -3.149 2.698 -5.998
C 0.133 0.846 -0.403 1.246 -0.821 0.467
C -0.562 -0.217 0.538 -1.188 0.779 -1.040
C -1.118 -1.576 -0.064 -1.423 -3.064 -1.092
O -1.794 -1.671 -1.265 0.534 1.391 0.283
C 0.706 2.054 0.500 1.528 1.128 -0.734
O 1.211 1.721 1.565 0.186 -2.320 2.460
O 0.900 3.257 0.148 -1.763 -0.112 -2.116
H 1.175 -0.640 -1.602 -0.009 1.490 1.322
H 1.721 -0.401 -0.155 1.643 -2.625 4.442
H -0.459 1.264 -1.262 0.642 -0.832 0.731
H -1.363 0.344 1.122 0.683 -0.895 -0.552
H 0.244 -0.477 1.203 0.046 0.019 0.741
H -0.369 -2.538 -0.137 0.095 2.134 0.749
H -1.859 -2.068 0.685 0.929 1.030 0.337
```
Forces are in eV/Å.

Results
Structure (SMILES) ... N[C@@H](CC[O-])C(=O)[O-]
F_max ... 7.29 eV/A
HOMO-LUMO gap ... 0.2331 Ha
Net charge ... -2
Multiplicity ... 1



A gas-phase ion, C4H6IN2 (charge +1) at a distorted geometry, computed with wB97M-V/def2-TZVPD.

XYZ file:
```
13
Properties=species:S:1:pos:R:3:forces:R:3
C -1.188 0.940 -2.512 1.003 -2.533 3.611
C -0.739 0.461 -1.335 0.348 -1.660 -0.266
C 0.322 0.463 0.713 -1.633 0.456 -2.866
C -0.361 -0.971 -0.883 -4.172 0.043 -0.003
N 0.305 -0.779 0.341 -0.388 0.396 0.416
N 0.701 0.992 1.821 1.067 1.803 0.345
I -2.031 -0.330 -3.940 0.301 0.229 0.384
H -1.188 1.946 -2.649 -0.234 2.811 -0.854
H -1.353 -1.659 -0.854 2.266 1.564 0.184
H 0.288 -1.351 -1.576 1.551 -1.351 -1.986
H 0.823 -1.503 0.772 0.441 -0.925 0.672
H 0.926 1.992 1.741 -0.380 -0.548 0.409
H 1.186 0.518 2.577 -0.170 -0.285 -0.047
```
Forces are in eV/Å.

Results
F_max ... 4.52 eV/A
HOMO-LUMO gap ... 0.2712 Ha
Net charge ... +1
Multiplicity ... 1



A gas-phase ion, C6H15NO (charge +1) at a distorted geometry, computed with wB97M-V/def2-TZVPD.

XYZ file:
```
23
Properties=species:S:1:pos:R:3:forces:R:3
C -1.393 1.283 -0.075 1.578 -0.001 -0.008
N -0.143 0.614 0.367 -1.711 -2.421 -5.926
C -0.156 -0.850 0.077 -1.872 0.111 8.254
C 1.157 -1.460 0.701 -2.223 -1.634 1.212
C 1.118 -1.590 2.265 3.176 0.511 0.843
O 1.507 -2.656 0.045 -1.877 -1.525 0.869
C -1.504 1.761 -1.557 -2.020 -1.980 -1.646
C -0.591 2.880 -1.744 4.507 -0.319 -4.682
H -2.267 0.806 0.181 -1.504 -1.715 1.059
H -1.332 2.193 0.389 -0.350 2.491 1.581
H 0.677 0.874 -0.195 0.387 1.402 1.145
H -1.148 -1.169 0.723 2.345 0.143 -1.642
H -0.294 -1.237 -0.855 -0.279 -0.030 -3.358
H 1.910 -0.858 0.374 2.284 2.204 -0.499
H 2.108 -1.242 2.844 -1.774 -0.549 -1.860
H 0.384 -1.102 2.863 -1.119 0.687 -0.280
H 1.092 -2.619 2.581 -0.237 -0.673 -0.301
H 0.863 -3.372 0.347 1.379 1.150 -0.608
H -2.570 2.181 -1.833 1.639 -1.166 1.375
H -1.431 0.848 -2.319 0.357 1.798 1.752
H 0.429 2.936 -1.212 -1.723 -0.257 -0.536
H -0.288 2.728 -2.904 0.034 0.364 2.331
H -0.972 3.841 -1.914 -0.997 1.409 0.924
```
Forces are in eV/Å.

Results
F_max ... 8.46 eV/A
HOMO-LUMO gap (alpha / beta) ... 0.4318 / 0.2151 Ha
Net charge ... +1
Multiplicity ... 2